57
Properties=species:S:1:pos:R:3:mulliken_charge:R:1 method="wB97M-V/def2-TZVPD" charge=0 gap_ha=0.3173 de_lowest_ev=1.882 smiles="Cc1ccc(NC(=O)CN(C)C(=O)c2ccc(S(=O)(=O)N(C)c3ccccc3)cc2)cc1" multiplicity=1 largest_force_ev_per_a=1.15
S 1.321 4.496 -0.609 1.337
O 0.611 5.726 -0.429 -0.709
O 2.665 4.404 -0.134 -0.686
O -1.889 -3.529 3.817 -0.658
O -2.565 -0.829 0.322 -0.793
N -2.151 -0.500 2.510 0.185
N 1.280 4.127 -2.251 0.075
N -2.031 -3.334 1.538 -0.005
C -0.986 3.329 0.326 -0.759
C -1.752 2.250 0.735 -0.290
C -0.241 -6.570 1.340 -0.792
C -2.246 -2.950 2.814 0.801
C 0.193 0.827 0.609 -0.301
C -1.361 -4.468 1.062 0.665
C 2.079 0.716 -3.468 -0.794
C -3.010 -1.613 2.880 -1.292
C 3.453 0.704 -3.305 -0.440
C 0.959 1.908 0.210 -0.625
C 3.367 2.958 -2.477 -0.106
C -1.187 -4.578 -0.316 -0.567
C -1.162 0.999 0.876 -0.267
C -1.429 0.127 3.590 -0.989
C -0.003 4.398 -2.857 -1.106
C -0.547 -5.677 -0.851 -0.795
C 4.092 1.829 -2.809 -0.736
C 1.342 1.837 -3.128 0.048
C 0.360 3.146 0.075 0.057
C -2.014 -0.189 1.210 0.524
C -0.064 -6.692 -0.032 0.758
C 0.607 -7.895 -0.621 -1.410
C -0.880 -5.475 1.891 -0.391
C 1.982 2.966 -2.623 -0.008
H -0.729 0.863 3.201 0.384
H 2.014 1.809 0.009 0.548
H -2.352 -2.692 0.814 0.146
H -1.558 -3.795 -0.962 0.412
H -2.806 2.373 0.935 0.538
H 3.854 3.835 -2.087 0.482
H 1.571 -0.154 -3.857 0.394
H -2.126 0.624 4.269 0.303
H 1.279 -8.356 0.099 0.364
H -0.141 -8.636 -0.907 0.280
H 1.171 -7.628 -1.511 0.365
H -3.859 -1.641 2.191 0.401
H -3.363 -1.460 3.900 0.488
H 0.271 1.824 -3.253 0.364
H -0.419 -5.750 -1.922 0.358
H -0.281 5.408 -2.564 0.360
H 0.097 4.345 -3.940 0.403
H -1.408 4.315 0.208 0.532
H 0.127 -7.346 1.995 0.337
H -0.787 3.706 -2.528 0.413
H -1.008 -5.396 2.958 0.504
H -0.879 -0.632 4.150 0.354
H 5.165 1.831 -2.687 0.397
H 4.023 -0.175 -3.567 0.408
H 0.641 -0.151 0.710 0.534


59
Properties=species:S:1:pos:R:3:mulliken_charge:R:1 method="wB97M-V/def2-TZVPD" charge=0 gap_ha=0.3138 de_lowest_ev=4.280 smiles="COc1ccc(CN(Cc2ccc(OC)cc2)S(=O)(=O)c2ccc(-n3cnnn3)c(C)c2)cc1" multiplicity=1 largest_force_ev_per_a=1.53
S 2.014 1.352 0.283 1.414
O 2.461 2.228 -0.760 -0.756
O -4.809 -2.086 -0.079 -0.458
O 2.988 0.774 1.165 -0.718
O 4.723 -4.125 -3.182 -0.464
N 1.014 0.210 -0.386 0.353
N -3.489 5.511 4.462 -0.371
N -2.615 3.563 4.622 -0.300
N -2.105 4.144 3.524 0.475
N -3.425 4.375 5.147 -0.482
C 3.378 -0.988 -1.801 -0.236
C -1.734 -0.441 0.858 0.104
C -2.494 -2.727 -0.509 -0.626
C -3.070 -0.736 0.704 -0.866
C 0.702 -0.923 0.464 -1.374
C 4.302 -1.971 -2.108 -0.650
C 0.807 2.226 1.282 -0.626
C -0.182 2.926 0.625 -0.467
C 6.082 -4.060 -2.821 -0.834
C 1.660 -2.230 -2.903 -0.400
C -3.467 -1.886 0.017 0.942
C 2.572 -3.215 -3.220 -0.782
C -2.675 5.375 3.452 -0.039
C -1.139 3.514 2.724 0.283
C -5.274 -3.242 -0.733 -0.853
C -0.754 -1.279 0.334 -0.149
C 1.066 -0.028 -1.814 -1.308
C 3.905 -3.097 -2.824 0.928
C 0.831 2.141 2.661 -0.307
C -2.268 4.302 0.582 -2.031
C -1.185 3.584 1.327 0.949
C -0.151 2.789 3.386 -0.677
C 2.052 -1.102 -2.193 0.181
C -1.153 -2.416 -0.350 -0.521
H 3.689 -0.118 -1.241 0.364
H 1.359 0.925 -2.260 0.588
H -3.217 4.257 1.112 0.502
H -2.763 -3.625 -1.044 0.400
H 6.208 -4.030 -1.734 0.332
H -2.004 5.350 0.437 0.326
H 0.936 -0.616 1.485 0.718
H -4.921 -4.153 -0.239 0.339
H 6.576 -3.192 -3.269 0.335
H -0.175 2.741 4.463 0.520
H 1.333 -1.783 0.207 0.501
H -0.165 2.948 -0.453 0.468
H 0.059 -0.292 -2.154 0.454
H -6.360 -3.198 -0.672 0.245
H -0.405 -3.077 -0.765 0.455
H -4.971 -3.258 -1.785 0.339
H 1.616 1.580 3.142 0.542
H -2.396 3.855 -0.400 0.448
H 6.533 -4.971 -3.210 0.241
H -1.439 0.449 1.395 0.372
H 0.630 -2.335 -3.215 0.420
H 5.323 -1.848 -1.785 0.421
H 2.278 -4.092 -3.774 0.421
H -3.835 -0.095 1.112 0.462
H -2.460 6.114 2.712 0.456


64
Properties=species:S:1:pos:R:3:mulliken_charge:R:1 method="wB97M-V/def2-TZVPD" charge=+4 gap_ha=0.2568 de_lowest_ev=0.000 multiplicity=1 largest_force_ev_per_a=0.63
Pt -0.357 -0.916 -0.055 1.814
S 0.241 -3.670 -3.658 -0.012
P 0.267 -3.244 2.456 1.349
O 0.393 -2.508 1.116 -0.582
O 2.160 -0.133 2.687 -0.654
O -0.386 0.030 3.815 -0.528
O -0.887 -2.995 3.357 -1.046
N -0.343 -2.127 -1.757 0.344
N -2.148 -0.995 0.970 0.201
N 1.401 -0.034 -0.707 -0.015
N -0.834 -5.681 2.986 -0.187
N 1.581 -2.003 4.540 -0.116
N 0.141 0.111 1.565 -0.168
N -2.428 0.450 -3.246 0.031
N -1.352 0.205 -1.357 0.472
C 2.195 0.293 0.340 0.707
C -2.288 2.256 -0.172 -0.479
C -3.211 -0.242 2.963 -0.788
C 1.790 0.271 -1.948 0.221
C -4.446 -0.608 2.438 -0.666
C -2.823 1.507 -2.426 0.304
C -2.149 1.342 -1.214 0.725
C 1.802 -3.019 3.461 -0.962
C -3.709 2.558 -2.645 -1.105
C 3.010 0.886 -2.183 -0.960
C -0.705 -0.062 2.664 -0.278
C 1.544 0.086 1.678 -0.219
C -0.713 -2.299 -4.016 -0.181
C 3.848 1.175 -1.118 -0.441
C -4.500 -1.182 1.175 -0.875
C -3.165 3.298 -0.388 -0.943
C 0.182 -5.057 2.059 -0.976
C -3.330 -1.360 0.460 -0.273
C -3.872 3.440 -1.599 -0.606
C -1.569 -0.310 -2.575 0.154
C 3.427 0.875 0.176 -0.783
C -2.084 -0.446 2.202 0.766
C -0.924 -1.576 -2.887 -0.347
C 0.321 -3.224 -2.031 -0.137
H 2.663 -2.722 2.866 0.386
H -2.758 0.283 -4.188 0.284
H 1.679 -1.045 4.154 0.233
H 2.032 -3.966 3.950 0.620
H -3.303 4.043 0.384 0.496
H -4.227 2.688 -3.586 0.489
H -4.551 4.274 -1.713 0.454
H 2.250 -2.119 5.306 0.436
H 1.124 0.025 -2.762 0.451
H -1.032 -2.095 -5.028 0.471
H -0.401 -6.259 3.711 0.373
H -3.110 0.207 3.943 0.632
H -1.499 -6.280 2.490 0.361
H -0.166 -5.183 1.036 0.329
H -3.327 -1.808 -0.525 0.518
H 4.807 1.648 -1.287 0.511
H 4.026 1.114 1.046 0.563
H -5.440 -1.489 0.738 0.542
H -5.353 -0.444 3.006 0.537
H 1.130 -5.581 2.166 0.457
H -1.354 -4.912 3.452 0.338
H 3.289 1.137 -3.197 0.478
H 0.858 -3.788 -1.284 0.363
H 0.628 -2.072 4.920 0.375
H -1.711 2.180 0.740 0.540